A molecular structure, C6H22BKO6. Source: the OMol25 dataset; level of theory: the ωB97M-V functional and the def2-TZVPD basis.

```
36
Properties=species:S:1:pos:R:3:lowdin_charge:R:1
K 1.274 -0.468 -0.860 0.897
B 0.834 2.950 -0.253 -0.380
H 0.536 1.917 -0.170 -0.105
H 0.264 3.438 -1.029 -0.059
H 0.557 3.395 0.690 -0.055
H 1.882 3.174 -0.380 -0.042
C -1.219 -2.114 1.082 -0.230
C -2.372 -2.282 2.091 -0.248
O -2.867 -3.585 2.024 -0.039
O -0.237 -1.132 1.354 -0.139
H -1.496 -1.778 0.083 0.102
H -0.731 -3.084 0.988 0.121
H -3.061 -1.522 1.722 0.122
H -2.105 -2.000 3.109 0.124
H -3.631 -3.620 2.603 0.094
H -0.519 -0.594 2.097 0.096
C -2.676 -1.411 -3.321 -0.316
C -1.233 -1.408 -3.649 -0.253
O -0.488 -1.946 -2.598 -0.106
O -3.116 -0.664 -2.266 -0.022
H -2.988 -2.443 -3.156 0.127
H -3.320 -1.123 -4.152 0.127
H -0.995 -0.375 -3.904 0.135
H -1.123 -1.990 -4.565 0.129
H -0.755 -2.862 -2.491 0.103
H -2.705 0.196 -2.378 0.101
C 3.911 1.503 1.428 -0.181
C 3.034 2.338 2.427 -0.251
O 2.885 3.720 2.157 -0.068
O 3.183 1.245 0.185 -0.201
H 4.046 0.554 1.947 0.103
H 4.867 2.007 1.285 0.114
H 3.587 2.364 3.366 0.108
H 2.116 1.819 2.701 0.118
H 2.080 3.789 1.638 0.022
H 2.582 1.993 0.195 -0.048
```

Output
**Energy relative to the best compared isomer or geometry (same formula, charge and spin)**: 50.4 kcal/mol
**HOMO-LUMO gap**: 8.4 eV
**HOMO**: -8.75 eV
**Net charge**: 0

---

A molecular structure, C6H22HgN4O6. Source: the OMol25 dataset; level of theory: the ωB97M-V functional and the def2-TZVPD basis.

```
39
Properties=species:S:1:pos:R:3:lowdin_charge:R:1
Hg -5.497 -0.655 -11.473 1.191
C -7.078 0.924 -8.254 -0.111
C -5.588 1.090 -8.572 -0.485
O -5.168 0.776 -9.831 -0.369
H -7.654 1.531 -8.960 0.068
H -7.246 1.288 -7.237 0.071
H -7.447 -0.106 -8.305 0.043
H -5.039 0.470 -7.815 0.077
H -5.308 2.124 -8.300 0.101
C -6.189 -3.598 -14.867 -0.112
C -5.789 -3.203 -13.449 -0.485
O -5.895 -1.843 -13.240 -0.414
H -5.855 -4.612 -15.082 0.062
H -5.737 -2.881 -15.558 0.064
H -7.266 -3.458 -14.977 0.063
H -4.735 -3.490 -13.250 0.087
H -6.400 -3.814 -12.755 0.094
C -4.729 -3.040 -8.990 -0.641
O -4.568 -2.452 -10.052 -0.038
N -5.047 -2.329 -7.868 0.174
N -4.500 -4.373 -8.829 0.166
H -5.117 -1.327 -7.964 0.061
H -4.928 -2.691 -6.939 0.098
H -4.678 -4.750 -7.917 0.094
H -4.043 -4.917 -9.533 0.108
C -6.481 1.964 -12.848 -0.650
O -5.453 1.283 -12.790 -0.061
N -6.662 3.022 -12.001 0.169
N -7.498 1.667 -13.717 0.172
H -5.843 3.196 -11.439 0.109
H -7.287 3.790 -12.161 0.095
H -8.351 2.180 -13.599 0.094
H -7.325 0.921 -14.365 0.111
O -3.295 -0.939 -12.391 -0.091
H -2.622 -1.542 -12.062 0.056
H -3.448 -1.177 -13.314 0.052
O -7.851 -0.690 -10.843 -0.093
H -8.752 -0.621 -11.175 0.062
H -7.926 -0.731 -9.884 0.011
```

Output
**Energy relative to the best compared isomer or geometry (same formula, charge and spin)**: 0.0 kcal/mol
**HOMO-LUMO gap**: 8.0 eV
**HOMO**: -7.52 eV
**Net charge**: 0

---

Number 1: E_LUMO -0.0140 Eh. Number 2: E_LUMO 0.0191 Eh.